Density functional theory data (the ωB97M-V functional and the def2-TZVPD basis) for a structure of composition C17H37N4O7V in a non-equilibrium geometry.

Computed properties:
charge = +1
⟨S²⟩ = 3.759
highest occupied orbital energy (spin up / spin down) = -11.43 / -11.43 eV
HOMO-LUMO gap (spin up / spin down) = 6.52 / 6.49 eV
multiplicity = 4
calculated total energy = -64202.748 eV

XYZ file:
```
66
Properties=species:S:1:pos:R:3:mulliken_spin:R:1
V -1.46 -0.59 1.99 3.09
C 0.21 0.00 -1.87 0.01
C -0.44 -0.18 -0.52 -0.08
O 0.11 0.20 0.54 -0.03
O -1.52 -0.84 -0.41 0.01
H -0.39 0.58 -2.57 0.00
H 0.28 -0.97 -2.37 0.00
H 1.19 0.47 -1.81 0.00
C -0.73 2.48 3.13 0.00
O -1.06 1.32 2.87 -0.01
N -1.22 3.19 4.14 0.00
C -0.89 4.61 4.22 0.00
C -2.15 2.69 5.14 0.00
H 0.06 3.00 2.58 0.00
H -1.78 5.13 4.58 0.00
H -0.54 4.99 3.27 0.00
H -0.07 4.78 4.92 0.00
H -3.18 3.01 4.95 0.00
H -2.20 1.61 5.25 0.00
H -1.82 3.10 6.09 0.00
C 3.03 2.11 2.23 0.00
O 3.14 1.51 3.29 0.00
N 3.68 1.84 1.09 0.00
C 3.39 2.52 -0.16 0.00
C 4.48 0.62 0.91 0.00
H 2.25 2.88 2.08 0.00
H 3.11 1.88 -0.99 0.00
H 4.32 3.01 -0.49 0.00
H 2.67 3.32 -0.01 0.00
H 3.94 -0.12 0.33 0.00
H 5.39 0.88 0.37 0.00
H 4.68 0.23 1.90 0.00
C -2.60 -4.75 -2.80 0.00
O -2.09 -5.84 -2.68 0.00
N -2.02 -3.70 -3.45 0.00
C -2.59 -2.37 -3.49 0.00
C -0.73 -3.81 -4.06 0.00
H -3.59 -4.50 -2.41 0.00
H -2.76 -2.09 -4.53 0.00
H -1.91 -1.69 -2.99 0.00
H -3.57 -2.26 -3.01 0.00
H -0.66 -3.60 -5.13 0.00
H 0.09 -3.30 -3.54 0.00
H -0.36 -4.84 -3.97 0.00
C 2.64 -2.80 -0.10 0.00
O 3.67 -2.74 0.55 0.00
N 1.63 -3.69 0.18 0.00
C 0.46 -3.72 -0.67 0.01
C 1.71 -4.61 1.28 0.00
H 2.38 -2.15 -0.96 0.00
H -0.43 -3.41 -0.12 0.00
H 0.33 -4.70 -1.11 0.00
H 0.45 -2.96 -1.45 0.00
H 1.08 -4.27 2.11 0.00
H 1.40 -5.60 0.95 0.00
H 2.73 -4.73 1.65 0.00
C -3.20 2.45 -2.13 0.00
C -2.42 2.96 -0.95 0.00
O -2.93 3.18 0.13 0.00
C -0.96 3.30 -1.20 0.00
H -3.26 3.21 -2.90 0.00
H -4.21 2.20 -1.79 0.00
H -2.80 1.48 -2.43 0.00
H -0.67 2.85 -2.15 0.00
H -0.37 2.85 -0.40 0.00
H -0.92 4.39 -1.13 0.00
```